This record from OMol25 describes C28H64MgO18S7 as an isolated structure at a distorted geometry. The level of theory is ωB97M-V/def2-TZVPD.

Structure (XYZ):
```
118
Properties=species:S:1:pos:R:3:forces:R:3
Mg -0.63513 -0.51340 -1.27391 0.78 1.18 0.85
O -1.36351 1.32180 -0.79747 0.79 -0.23 -0.13
C -0.61934 1.59113 0.36888 0.03 -1.42 -0.88
C 0.76080 0.79826 0.54323 0.26 -0.27 -2.02
O 0.79949 -0.57404 0.16035 -1.31 0.58 1.07
H -1.29421 1.26327 1.15955 0.11 0.26 1.15
H -0.40921 2.65981 0.41206 0.25 0.46 0.53
H 1.24038 1.10042 1.47425 -0.34 -0.49 1.00
H 1.50812 1.16796 -0.15886 0.02 1.40 -0.52
C -1.68898 0.59202 4.30109 2.05 0.15 -0.62
C -0.24436 0.75159 4.89814 -1.81 0.34 0.10
C -0.18363 1.16083 6.39028 -0.03 0.75 -1.56
O 0.94463 0.44046 6.83533 -0.54 1.59 1.54
C 1.21954 -0.50489 5.98099 4.04 -2.99 1.30
O 2.15110 -1.27551 6.18122 -2.13 1.06 -0.93
O 0.41230 -0.48177 4.95659 -0.51 -1.75 -1.69
H -2.02564 1.54420 3.89107 -0.44 0.25 0.93
H -2.34834 0.03055 4.96298 -0.13 0.45 -0.02
H -1.59492 0.07782 3.34461 0.21 -0.59 0.10
H 0.41354 1.36363 4.28116 -0.40 0.50 -0.11
H -1.08308 0.86223 6.92872 0.07 0.21 0.16
H 0.04482 2.22662 6.39084 -0.31 -0.02 0.73
C 3.51240 -2.21962 -3.33328 0.67 1.75 0.31
C 4.31363 -1.10630 -2.61027 -0.43 -0.65 -0.98
C 3.76060 -0.67694 -1.27390 -1.58 0.49 -0.76
O 4.85246 -0.71575 -0.44651 2.50 -0.83 1.50
C 5.84043 -1.54575 -0.98813 1.04 -0.97 2.84
O 6.72346 -2.09836 -0.32538 -2.67 2.18 -2.54
O 5.57689 -1.65178 -2.29111 1.39 -0.98 0.23
H 4.06520 -2.44327 -4.24569 -0.19 -0.43 0.04
H 2.54899 -1.77110 -3.57572 -0.28 -0.37 0.04
H 3.42731 -3.06250 -2.64741 -0.10 -0.10 -0.27
H 4.56199 -0.25630 -3.24582 -0.44 0.08 -0.29
H 2.94702 -1.30683 -0.91415 -0.06 -0.20 0.09
H 3.35003 0.33267 -1.28895 -0.01 0.06 -0.06
C 0.50365 -5.51845 -0.25668 0.10 0.68 -0.26
C 1.61968 -4.47305 -0.27220 -0.25 0.32 0.73
C 1.96769 -3.77450 1.08644 -0.90 -3.09 0.25
O 3.35321 -4.05933 1.17674 1.01 1.76 1.27
C 3.84747 -4.81788 0.19536 0.39 1.73 -0.60
O 5.02164 -4.92083 -0.02092 -1.11 -0.94 0.16
O 2.81481 -5.21617 -0.57076 0.24 -0.40 -0.70
H 0.51213 -5.98824 -1.24021 -0.02 -0.28 0.12
H -0.48743 -5.08229 -0.13173 -0.02 0.21 0.14
H 0.66293 -6.25135 0.53425 0.09 -0.01 -0.10
H 1.47950 -3.70575 -1.03359 -0.04 -0.15 -0.15
H 1.56410 -4.40457 1.87904 -0.46 -0.28 0.19
H 1.55536 -2.80474 1.36509 1.02 0.72 -1.05
C -1.41886 5.21738 -1.67165 0.04 0.25 0.23
S 0.36138 5.50330 -1.20621 -0.03 2.61 0.20
O 0.83272 6.82421 -1.85520 -1.00 -2.31 0.65
C -0.00125 6.00704 0.54277 -1.00 -0.36 0.32
H -1.46505 4.80547 -2.67977 0.15 0.30 0.02
H -1.97640 6.15083 -1.59466 0.36 0.28 -0.30
H -1.96274 4.53494 -1.01853 0.60 -0.41 0.26
H 0.65645 6.73934 1.01104 0.59 -0.28 -0.70
H -0.08830 5.13623 1.19255 0.36 -0.28 -0.16
H -0.98927 6.46208 0.61246 -0.12 0.14 -0.48
C -1.45287 -2.86283 2.12092 0.35 0.23 -0.26
S -2.51831 -2.54120 0.66097 -0.22 0.67 0.80
O -1.82901 -1.57103 -0.26252 -2.22 -1.66 2.15
C -3.86677 -1.65029 1.60374 0.59 0.40 -0.79
H -0.82942 -1.99902 2.35167 -0.01 0.21 -0.38
H -0.80024 -3.69296 1.85062 -0.06 0.02 0.05
H -2.00346 -3.09976 3.03131 -0.37 -0.17 -0.32
H -4.35128 -2.30574 2.32744 0.22 -0.12 -0.13
H -4.59703 -1.27599 0.88630 -0.02 -0.31 -0.13
H -3.46631 -0.75393 2.07730 0.28 -0.18 0.17
C -0.58124 -2.97638 -4.66630 -0.83 0.46 -0.03
S -0.41901 -3.51741 -2.93987 0.91 0.90 0.70
O -0.09958 -2.24571 -2.13458 -0.18 -3.27 -1.42
C -2.15139 -4.09357 -2.65165 1.03 0.47 -0.60
H -1.00546 -3.73189 -5.32763 0.07 -0.31 0.30
H 0.35183 -2.62585 -5.10745 0.20 -0.19 0.52
H -1.27740 -2.13823 -4.63534 0.02 0.12 -0.03
H -2.76222 -3.24424 -2.95761 -0.44 -0.27 0.52
H -2.20923 -4.46700 -1.62925 -0.17 0.64 0.05
H -2.31148 -4.96969 -3.28004 0.08 0.16 -0.31
C 0.05916 2.60503 -3.70420 1.57 -0.28 -0.32
S 0.36869 0.81604 -4.08818 -1.03 -0.14 3.23
O 0.52424 0.15622 -2.68320 1.55 1.78 -3.67
C 1.99391 0.94263 -4.84506 -0.55 0.17 0.18
H 0.18461 3.15026 -4.63966 -0.36 0.06 -0.11
H 0.93281 2.85729 -3.10320 -0.02 0.10 0.25
H -0.81735 2.90048 -3.12753 -0.12 -0.93 -0.23
H 2.11775 -0.04988 -5.27827 0.44 0.17 -0.03
H 2.78733 1.23301 -4.15639 -0.16 -0.17 0.11
H 1.87980 1.70032 -5.62029 0.13 -0.13 -0.18
C -3.26526 1.26225 -4.32198 -0.37 0.13 1.93
S -3.31878 -0.35950 -3.41199 0.96 -1.50 -0.51
O -1.96274 -0.61121 -2.74971 -2.95 0.75 -1.79
C -4.68224 -0.04393 -2.22189 0.54 1.36 -0.91
H -2.46498 1.38668 -5.05148 -0.07 -0.70 0.15
H -3.09326 1.92913 -3.47711 0.15 0.50 -0.17
H -4.24493 1.49182 -4.74107 0.05 -0.29 -0.08
H -5.48537 0.22341 -2.90863 -0.17 0.08 -0.02
H -4.39879 0.85302 -1.67122 -0.11 -0.22 0.48
H -5.05505 -0.87409 -1.62193 0.78 -0.12 -0.12
C 4.17286 1.91813 1.97631 0.20 0.49 0.36
S 5.19994 0.68421 2.85141 -0.97 -0.89 1.82
O 5.33144 1.07636 4.33651 -0.39 -0.19 -2.42
C 3.92026 -0.69513 2.86123 -0.51 0.14 -0.63
H 4.70717 2.86608 2.03965 0.23 -0.04 0.16
H 3.20469 2.08430 2.44868 -0.04 -0.35 0.01
H 4.07849 1.70556 0.91142 -0.06 -0.47 0.14
H 3.05224 -0.41040 3.45584 0.44 0.22 0.65
H 4.29314 -1.68041 3.14102 0.54 0.45 0.56
H 3.43014 -0.92364 1.91483 0.51 0.60 -0.71
C -4.88087 4.23770 3.70999 0.32 -0.80 -1.09
S -4.75930 2.45735 3.09420 -2.41 0.51 -1.97
O -6.12360 2.03401 2.52593 1.52 0.42 1.24
C -3.83636 2.85577 1.55620 0.41 0.25 1.05
H -5.14801 4.88432 2.87416 -0.08 -0.17 -0.13
H -3.84863 4.46118 3.97952 -0.16 0.20 0.49
H -5.63143 4.37605 4.48821 0.37 -0.42 0.16
H -4.32811 3.65003 0.99457 -0.13 -0.01 0.25
H -3.69025 1.99182 0.90787 -0.06 -0.19 0.33
H -2.87110 3.17557 1.94877 0.30 0.16 -0.48
```
Positions in Å, forces in eV/Å.

Its energy above the lowest of the compared OMol25 structures with the same formula, charge and spin is 4.124 eV. The orbital gap comes out at 6.53 eV. As for the energy: -148214.28909 eV. The multiplicity is 1.

These are the Mulliken partial charges, in e, on atoms 1 to 99: Mg 1.7524; O -0.6143; C 0.9464; C -0.4455; O -0.2972; H -0.4429; H -0.5396; H 0.0254; H 0.0090; C -0.4001; C 0.4898; C -0.4307; O -0.3394; C 0.5366; O -0.6056; O -0.1893; H 0.1462; H 0.4109; H -0.5416; H 0.1883; H 0.3180; H 0.3302; C -0.9869; C 0.8107; C 0.7585; O -0.2716; C 0.4412; O -0.5540; O -0.3941; H 0.4574; H -0.0812; H 0.1685; H 0.3024; H -0.5222; H -0.2146; C -1.6909; C 2.5296; C -0.0937; O -0.4025; C 0.5565; O -0.5477; O -0.4806; H 0.4296; H 0.1373; H 0.4567; H -1.3257; H 0.5163; H -0.0579; C -0.8304; S 0.6213; O -0.7121; C -0.9148; H 0.3212; H 0.5254; H 0.0953; H 0.3888; H 0.2141; H 0.3051; C -0.5586; S 0.2595; O -0.8353; C -0.6542; H -0.1189; H 0.1899; H 0.5517; H 0.4781; H 0.2570; H -0.0480; C -0.5608; S 0.5289; O -0.1873; C -0.8231; H 0.4450; H 0.2824; H -0.0530; H 0.0562; H 0.1925; H 0.5512; C -0.7941; S 0.5251; O -1.0512; C -1.1700; H 0.5657; H 0.4127; H -0.1475; H 0.4230; H 0.1799; H 0.5457; C -0.7818; S 0.4802; O -0.2964; C -0.7314; H 0.2588; H 0.0526; H 0.5117; H 0.5224; H 0.0483; H 0.2465; C -0.5814

=====

This record from OMol25 describes CH8N2O as an isolated structure at a distorted geometry. The level of theory is ωB97M-V/def2-TZVPD.

Structure (XYZ):
```
12
Properties=species:S:1:pos:R:3:forces:R:3
N -1.62212 -1.05414 -1.57760 1.41 1.39 0.21
C -0.14778 0.29277 -0.09757 2.04 3.76 4.23
N 1.13933 0.61760 -0.18500 -1.31 -0.22 -1.15
H -1.04927 -1.26950 -2.39428 -0.06 0.00 0.02
H -1.99055 -1.94839 -1.25224 0.62 0.18 0.69
H -0.78924 1.17924 -0.09128 -0.85 -0.48 -1.66
H -0.79022 -0.52520 -0.87002 -3.10 -3.00 -2.54
H -0.32256 -0.20108 0.86998 0.07 -0.90 -0.47
H 1.35223 1.44733 -0.72550 -0.11 -0.02 -0.17
H 1.40197 0.66370 0.86418 1.42 -1.11 2.57
H 1.70041 0.37064 3.11003 0.15 0.04 -0.19
O 1.11781 0.42701 2.34929 -0.28 0.35 -1.54
```
Positions in Å, forces in eV/Å.

Its energy above the lowest of the compared OMol25 structures with the same formula, charge and spin is 5.454 eV. The orbital gap comes out at 6.26 eV. As for the energy: -6188.97460 eV. The multiplicity is 1.

Charges in e, computed with Mulliken, in the same order as the atoms: N -0.7262; C -0.3141; N -0.3406; H 0.2675; H 0.2485; H 0.2885; H 0.2973; H 0.3196; H 0.2861; H 0.3895; H 0.1967; O -0.9128

=====

This record from OMol25 describes a 9-piece molecular cluster, C26H26ClF8O24P overall at a distorted geometry. The level of theory is ωB97M-V/def2-TZVPD.

Structure (XYZ):
```
86
Properties=species:S:1:pos:R:3:forces:R:3
O 4.29450 -1.96285 2.46782 0.31 0.04 0.26
C 3.61745 -2.01812 1.49823 -0.17 -0.07 -0.14
O 2.70189 -1.09013 1.15569 -0.05 0.05 -0.14
C 2.17097 -1.43371 -0.12997 -0.18 0.12 -0.01
C 2.45886 -2.91506 -0.19118 0.15 -0.07 -0.19
F 2.71920 -3.33335 -1.45756 0.05 0.03 0.11
O 3.64045 -3.02968 0.58948 -0.25 0.05 0.18
H 2.71204 -0.89102 -0.90616 0.05 -0.09 -0.04
H 1.11287 -1.19681 -0.19219 -0.01 0.03 0.20
H 1.68110 -3.54409 0.23981 -0.01 -0.07 -0.07
O 1.97907 2.04059 6.94105 -0.01 0.27 0.15
C 2.80198 1.34766 6.43171 0.01 -0.10 -0.31
O 2.56593 0.09860 6.01300 0.12 -0.19 -0.01
C 3.72664 -0.36463 5.29930 -0.02 -0.21 -0.11
C 4.80929 0.51801 5.87945 -0.08 0.13 -0.27
F 5.77719 0.81350 4.98684 -0.08 0.07 0.04
O 4.08493 1.70682 6.19816 0.05 -0.15 0.32
H 3.58814 -0.19603 4.23238 0.12 0.06 -0.02
H 3.88916 -1.42362 5.46989 -0.15 -0.01 0.12
H 5.27388 0.13114 6.78778 0.08 0.04 -0.01
O -0.37861 -3.31288 -5.97581 0.23 0.03 0.08
C -1.05694 -3.30897 -6.94507 -0.06 0.05 -0.16
O -1.98011 -2.36294 -7.22644 -0.09 -0.01 -0.17
C -2.49118 -2.61411 -8.54137 -0.15 0.13 0.04
C -2.19333 -4.08789 -8.71275 0.23 0.06 -0.13
F -1.91563 -4.40810 -9.99857 0.05 0.02 0.09
O -1.02541 -4.25119 -7.92304 -0.28 -0.09 0.12
H -1.94374 -2.01180 -9.26716 0.07 -0.10 -0.06
H -3.54937 -2.37678 -8.59662 -0.01 0.02 0.21
H -2.97236 -4.75472 -8.34114 -0.01 -0.06 -0.09
O 1.37974 6.28846 3.47192 0.12 0.08 -0.24
C 1.15692 6.00263 4.59508 0.03 -0.14 0.20
O 0.60580 4.83732 5.00682 -0.01 0.05 0.19
C 0.63483 4.80956 6.44239 -0.18 -0.07 0.02
C 0.70609 6.28086 6.77876 0.29 -0.04 -0.07
F 1.41522 6.51625 7.91251 0.00 0.01 -0.09
O 1.40871 6.81082 5.66850 -0.31 0.05 0.00
H 1.51854 4.27426 6.77832 0.08 0.09 0.08
H -0.25138 4.32220 6.83947 -0.07 -0.03 -0.20
H -0.26176 6.77826 6.86104 0.03 0.05 0.12
O -3.06898 -0.72689 7.69408 -0.14 -0.07 -0.15
C -2.22014 -0.06235 8.18460 0.15 0.16 0.03
O -0.95148 -0.46809 8.39750 0.07 0.15 0.11
C -0.19537 0.66006 8.87717 0.20 -0.14 0.03
C -1.28199 1.53603 9.45315 -0.05 0.07 -0.31
F -0.99868 2.85619 9.32557 -0.07 -0.05 -0.05
O -2.39199 1.21432 8.62598 -0.02 -0.13 0.31
H 0.31164 1.14690 8.04561 -0.07 0.08 -0.01
H 0.54136 0.34364 9.61028 -0.10 -0.20 0.01
H -1.53778 1.33012 10.49342 -0.01 0.12 0.03
O -1.88804 1.53171 -2.62295 -0.16 0.01 0.24
C -1.43710 1.31777 -3.69216 0.04 -0.15 -0.21
O -0.30518 0.61075 -3.93003 0.00 0.04 -0.17
C -0.17304 0.44148 -5.34818 0.20 -0.19 -0.02
C -0.98851 1.59705 -5.87582 -0.30 -0.19 0.06
F -1.60464 1.29328 -7.05376 -0.03 0.01 0.13
O -1.97638 1.75423 -4.86833 0.26 0.15 0.02
H -0.59716 -0.52130 -5.63840 -0.10 0.06 -0.06
H 0.86936 0.48181 -5.65071 0.06 0.07 0.20
H -0.43442 2.52404 -5.99224 -0.05 0.05 -0.18
O 0.64767 -3.22096 3.09385 0.28 0.07 -0.30
C -0.33779 -3.15414 3.74518 -0.23 0.09 0.14
O -0.47751 -2.41147 4.86467 -0.18 -0.07 0.00
C -1.85035 -2.48973 5.28996 0.11 0.00 0.15
C -2.29471 -3.78167 4.64322 -0.11 0.17 -0.22
F -3.59979 -3.75639 4.28094 0.08 0.00 -0.05
O -1.48628 -3.83499 3.47803 0.11 -0.16 0.22
H -2.40537 -1.63635 4.90149 -0.07 -0.05 -0.08
H -1.92378 -2.49857 6.37134 0.19 0.03 0.03
H -2.11316 -4.67483 5.24283 -0.11 -0.04 0.00
O 0.37184 3.19759 -8.05056 0.25 0.07 0.22
C 0.02534 2.99721 -9.16170 -0.03 -0.01 -0.21
O -0.48890 3.93167 -9.99136 -0.04 -0.09 -0.16
C -0.65523 3.33970 -11.28584 -0.11 0.16 -0.04
C -0.73225 1.86803 -10.94543 0.28 -0.02 -0.03
F -0.20273 1.08526 -11.91702 0.02 0.03 0.09
O 0.07449 1.78547 -9.78350 -0.29 0.00 0.03
H 0.21582 3.55893 -11.90378 0.05 -0.12 -0.01
H -1.54919 3.71880 -11.77184 -0.06 0.09 0.17
H -1.73582 1.50975 -10.71061 0.00 -0.08 -0.07
C -3.74771 -3.26856 -3.66297 -0.58 0.02 -0.16
C -2.71305 -3.82743 -3.48192 1.38 0.46 0.45
P -1.09887 -4.29429 -2.96564 0.51 -1.50 -0.07
Cl -1.00782 -3.59541 -1.02078 -0.11 0.28 -0.10
H -4.65200 -2.76877 -3.79102 -0.91 0.36 -0.21
H -0.34587 -3.32803 -3.64270 -0.23 0.44 0.18
```
Positions in Å, forces in eV/Å.

The structure (SMILES) is O=C1OC[C@@H](F)O1.O=C1OC[C@@H](F)O1.O=C1OC[C@@H](F)O1.O=C1OC[C@@H](F)O1.O=C1OC[C@@H](F)O1.O=C1OC[C@@H](F)O1.O=C1OC[C@@H](F)O1.O=C1OC[C@@H](F)O1.C#CPCl. The orbital gap comes out at 9.27 eV. As for the energy: -120074.22059 eV. The multiplicity is 1.

Charges in e, computed with Mulliken, in the same order as the atoms: O -0.5179; C 0.7095; O -0.2877; C -0.3893; C 0.4308; F -0.3282; O -0.3580; H 0.2746; H 0.2517; H 0.2254; O -0.5395; C 0.5557; O -0.2283; C -0.1727; C 0.3026; F -0.2866; O -0.3352; H 0.1007; H 0.2546; H 0.2930; O -0.4599; C 0.5720; O -0.2396; C -0.3673; C 0.3082; F -0.2853; O -0.3230; H 0.2271; H 0.2760; H 0.2736; O -0.5015; C 0.6600; O -0.3199; C -0.0813; C 0.3696; F -0.2829; O -0.3308; H 0.0759; H 0.1376; H 0.2702; O -0.5132; C 0.6806; O -0.3276; C 0.0853; C 0.2384; F -0.2368; O -0.3217; H -0.0752; H 0.3118; H 0.2219; O -0.5132; C 0.6087; O -0.2949; C -0.0690; C 0.3535; F -0.3092; O -0.3552; H -0.0401; H 0.3219; H 0.3047; O -0.5031; C 0.5814; O -0.2515; C -0.2675; C 0.3600; F -0.2819; O -0.3035; H 0.2122; H 0.1453; H 0.2762; O -0.5037; C 0.6561; O -0.3185; C -0.4400; C 0.3477; F -0.2923; O -0.2736; H 0.2791; H 0.2720; H 0.2744; C 0.1969; C -0.4542; P 0.0354; Cl -0.1800; H 0.3722; H 0.0567